(1)
18
Properties=species:S:1:pos:R:3:forces:R:3 method="wB97M-V/def2-TZVPD" e_tot_ev=-9806.01536 charge=+1 e_homo_ev="-13.33 / -13.33" molar_mass_da=112.16 e_above_lowest_kcal_mol=132.2
H -0.915 0.260 1.521 -0.4 0.1 -0.1
C -1.715 1.355 -0.931 3.4 -2.6 -0.5
H -2.585 0.768 -1.050 -1.2 0.3 0.3
H 1.289 1.224 1.860 -0.6 0.4 -0.6
C -0.793 -0.154 0.528 -2.1 0.6 -2.5
H -1.139 1.504 -1.911 -0.6 -0.8 1.5
C -1.379 -1.560 0.279 3.1 1.1 5.2
N 0.598 -0.103 0.274 0.8 2.0 0.9
N 1.277 -0.685 -0.701 1.4 2.5 1.7
H -0.572 -2.231 0.727 -1.0 0.2 -1.0
C 2.638 0.631 0.244 2.4 1.6 -1.3
H 3.618 1.213 0.355 -1.7 -1.2 0.0
C 1.433 0.837 0.855 -0.4 -2.5 0.5
N 2.506 -0.257 -0.745 0.5 -0.2 0.0
H -1.592 -1.697 -0.673 -0.7 -1.0 -4.5
H -1.469 2.127 -0.275 -0.8 1.3 1.1
H 1.032 -1.454 -1.232 -1.3 -1.8 -1.2
H -2.233 -1.779 0.874 -0.8 0.2 0.4

=====

(2)
24
Properties=species:S:1:pos:R:3:forces:R:3 method="wB97M-V/def2-TZVPD" e_tot_ev=-14448.54754 e_homo_ev=-8.55 molar_mass_da=164.21 e_above_lowest_kcal_mol=69.3
H 1.536 -2.024 -0.762 -0.1 0.5 1.3
C -2.022 2.064 3.227 -3.2 -1.6 5.3
N 0.141 1.748 0.640 0.2 -2.5 -0.7
H -1.810 1.617 4.304 0.4 0.4 -2.1
C 0.223 -0.342 -0.385 -0.8 -0.2 1.9
H -2.075 3.079 3.488 0.0 1.6 -0.3
H 3.065 0.600 -1.954 -1.9 -0.6 -0.8
C 1.958 0.420 -2.273 0.8 -1.1 3.7
H 1.725 -0.637 -2.523 0.7 0.7 -0.2
N -0.378 2.518 1.562 0.4 1.9 -0.2
H -0.347 -1.249 -2.161 -0.7 0.4 -0.1
H 1.691 1.068 -3.032 -0.4 1.2 -1.7
H -1.666 -1.375 -0.965 0.7 0.4 0.2
N -1.187 0.407 1.740 0.4 -0.5 -0.5
H -3.087 1.649 3.179 1.3 0.7 -0.7
C 0.978 -1.582 0.122 0.8 1.2 -3.7
C 1.072 0.686 -1.037 0.9 5.5 1.5
C -0.324 0.481 0.766 0.4 0.0 -1.2
H -1.385 0.243 -1.693 0.6 -1.1 -0.1
H 0.357 -2.324 0.443 -2.1 -1.8 0.9
C -0.871 -0.703 -1.353 -1.0 0.1 -1.0
N 0.978 1.966 -0.411 1.1 -4.6 -3.0
C -1.162 1.692 2.179 -0.3 -1.0 0.2
H 1.529 -1.266 0.933 2.0 0.3 1.5

=====

(3)
24
Properties=species:S:1:pos:R:3:forces:R:3 method="wB97M-V/def2-TZVPD" e_tot_ev=-27066.14666 charge=-1 e_homo_ev=-3.24 molar_mass_da=200.13 e_above_lowest_kcal_mol=42.7
H -2.491 -0.947 -0.628 1.6 1.2 0.2
H -0.841 0.465 2.217 1.0 -0.1 -1.2
N -0.382 -0.230 0.215 -1.8 2.2 -2.0
H 0.321 -2.085 0.136 0.2 -0.9 0.1
H -0.041 0.871 -1.634 -0.3 -0.5 -0.4
P 3.214 0.637 -0.333 1.1 0.8 1.7
H 0.859 1.377 -0.312 0.4 0.3 0.4
H -0.787 1.761 -0.382 -3.4 3.2 1.1
C 0.526 -1.172 -0.408 0.7 -1.0 1.1
C -0.123 1.061 -0.581 2.4 -3.3 0.0
C -1.905 -0.526 0.250 -0.4 -4.1 0.5
F 2.716 -1.246 1.576 0.3 0.3 -0.8
H 0.216 -1.262 -1.415 -0.2 -0.2 -1.3
H 5.160 0.305 -1.271 0.5 -1.2 -2.2
H 0.999 0.459 1.832 -1.9 -1.1 -1.1
C 3.100 -1.095 0.194 -0.2 -2.5 1.1
H -2.118 -1.433 0.973 1.1 1.6 -1.0
O 3.520 -2.102 -0.292 0.0 0.7 -0.2
C -0.028 -0.065 1.600 0.8 4.3 2.3
H -2.416 0.258 0.708 -0.8 1.7 0.4
O 2.834 1.384 0.914 0.2 0.1 -1.1
H -0.058 -0.982 2.026 0.5 -3.1 1.2
O 4.865 0.747 -0.520 -1.3 1.2 2.6
O 2.599 0.794 -1.649 -0.3 0.4 -1.3

=====

(4)
17
Properties=species:S:1:pos:R:3:forces:R:3 method="wB97M-V/def2-TZVPD" e_tot_ev=-7759.08714 e_homo_ev=-9.40 molar_mass_da=89.14 e_above_lowest_kcal_mol=23.0
N -1.449 1.646 -0.730 0.2 0.7 -0.8
N 2.796 0.317 0.056 0.1 0.1 0.0
H -1.945 1.359 -1.582 0.0 -0.2 0.4
N 0.892 -0.904 -0.775 -0.1 0.0 -0.2
H -2.868 -0.516 1.307 0.0 0.1 -0.2
H 1.028 -0.197 1.158 0.1 -0.1 -0.1
H 1.481 -1.306 -1.497 0.0 0.1 0.0
H 0.500 -0.044 -1.152 0.0 -0.1 0.0
H -1.754 -1.198 0.131 0.2 -0.3 -0.1
H -1.113 1.170 1.168 0.1 0.0 0.2
H 3.427 0.419 0.842 0.0 0.1 0.0
H -3.206 -0.381 -0.449 0.0 0.0 0.0
C -2.427 -0.372 0.314 -0.3 0.2 0.2
C -1.628 0.889 0.254 -0.3 -0.4 0.3
C 1.701 -0.593 0.379 -0.1 0.0 0.1
H 2.426 1.235 -0.172 0.1 0.0 0.1
H 2.139 -1.525 0.748 0.0 0.1 0.1

=====

(5)
57
Properties=species:S:1:pos:R:3:forces:R:3 method="wB97M-V/def2-TZVPD" multiplicity=3 e_tot_ev=-123699.36395 charge=-1 e_homo_ev="-2.62 / -5.17" molar_mass_da=777.56 s_squared=2.040 e_above_lowest_kcal_mol=3.2
C -1.113 -0.755 -0.223 0.0 0.0 -0.1
H -0.344 -3.945 0.600 0.0 0.0 0.0
C 2.768 2.056 3.915 0.0 0.0 0.0
C -3.903 0.175 -2.876 0.0 0.0 0.1
C 1.723 2.206 4.817 0.0 0.0 0.0
C 3.736 -1.708 0.046 0.0 0.0 0.0
C 3.198 -2.524 -0.953 0.0 0.1 0.0
H 4.504 -4.068 -0.692 0.0 0.0 0.0
H -0.287 -3.661 -1.758 0.0 0.0 0.0
N 2.606 1.856 2.612 0.0 0.0 0.1
H 1.008 -0.307 -2.291 0.0 0.0 -0.1
H -0.882 -2.859 -3.832 0.0 0.0 0.0
C -4.024 3.533 1.008 0.0 -0.1 0.1
Se -3.552 1.744 1.031 -0.1 0.1 -0.1
C -0.605 -2.900 0.708 0.0 0.1 0.0
H -1.960 -1.603 -5.505 0.0 0.0 0.0
C 2.332 0.100 -0.659 0.0 0.0 -0.1
H 1.896 2.396 5.865 0.0 0.0 0.0
S 1.738 1.747 -0.465 0.0 -0.1 0.0
O 0.741 1.958 -1.475 0.0 0.1 0.0
N -4.403 4.621 0.998 0.0 0.0 0.0
C -1.329 4.459 2.310 0.2 0.0 0.0
C -0.981 -0.986 2.098 -0.1 0.1 -0.1
N -1.156 -0.224 0.986 0.0 0.1 0.1
O -1.067 3.816 1.212 -0.1 0.1 -0.1
H -1.220 5.546 2.155 -0.1 0.0 0.0
H 3.733 0.233 0.959 0.0 0.0 0.0
O 2.856 2.636 -0.344 0.0 0.0 0.0
N 3.590 -3.858 -1.059 0.0 -0.1 0.0
H 4.489 -2.109 0.715 0.0 0.0 0.0
C -2.520 -1.090 -4.734 0.0 0.0 0.0
N -4.247 0.445 -4.130 0.1 0.0 -0.1
H -1.073 -0.485 3.049 0.0 0.0 0.0
C 1.339 1.803 2.204 0.0 -0.1 -0.1
Pt -1.175 1.814 1.172 0.0 -0.4 0.2
C -0.675 -2.328 1.958 0.0 0.0 0.0
C -3.517 -0.215 -5.053 -0.1 0.0 0.0
H -0.490 -2.917 2.848 0.0 0.0 0.0
C 2.227 -2.004 -1.804 0.1 0.0 0.0
C 1.790 -0.699 -1.655 0.0 0.0 0.1
C 3.311 -0.402 0.190 0.1 0.0 0.0
H -1.221 -0.072 -1.049 0.0 0.0 0.0
H 1.783 -2.632 -2.566 0.0 0.0 0.0
H -3.764 -0.015 -6.092 0.0 0.0 0.0
H -0.449 2.176 4.911 0.0 0.0 0.0
H -4.464 0.700 -2.107 0.0 0.0 0.0
C -1.256 -2.280 -2.992 0.0 0.0 0.0
N 0.259 1.846 3.019 0.1 0.0 -0.1
C -2.234 -1.319 -3.363 0.0 0.0 0.1
H 3.435 -4.277 -1.962 0.0 0.0 0.0
C 0.442 2.084 4.302 -0.1 -0.1 0.1
C -0.818 -2.711 -1.746 -0.1 -0.1 0.1
N 0.899 1.693 0.934 0.0 0.2 -0.1
O -1.615 3.989 3.393 -0.1 0.1 0.0
H 3.797 2.106 4.258 0.0 0.0 0.0
N -2.964 -0.647 -2.432 0.0 0.0 -0.1
C -0.893 -2.138 -0.455 0.0 0.0 0.0

=====

(6)
92
Properties=species:S:1:pos:R:3:forces:R:3 method="wB97M-V/def2-TZVPD" multiplicity=2 e_tot_ev=-123311.23601 e_homo_ev="-7.54 / -7.56" molar_mass_da=878.17 s_squared=0.788 e_above_lowest_kcal_mol=39.3
O 0.127 0.603 -2.649 0.4 -1.5 1.4
C -2.123 0.856 3.592 -0.2 0.3 0.1
H 3.006 1.302 3.497 0.1 0.0 0.0
H -0.797 4.287 1.326 0.1 0.0 -0.1
N -2.115 -1.863 0.981 0.0 -0.6 -0.5
H -2.356 -1.313 -3.307 -0.1 0.1 -0.1
H -3.488 4.594 -0.349 -0.1 0.2 0.1
H -3.363 -4.085 -3.982 0.0 0.0 -0.1
H -4.935 3.367 2.039 -0.1 -0.1 0.0
C 1.006 -0.599 2.543 -0.1 -0.1 0.6
C -0.077 4.180 -3.292 0.0 0.0 -0.1
O 4.190 -2.296 -0.343 0.2 -0.5 0.4
O 2.745 0.489 -2.037 -0.6 0.2 -0.2
C 3.664 -0.581 -1.943 0.5 -0.8 0.8
C -2.457 2.144 3.373 0.1 -0.3 0.5
H -0.327 -4.167 -1.899 0.1 -0.1 0.0
C -3.455 -2.097 0.844 -0.2 -0.1 -0.2
C -0.069 1.716 -3.241 0.0 1.0 -0.2
N -2.498 2.347 2.014 0.3 -0.8 0.2
H -3.820 2.862 -0.309 -0.1 0.0 -0.1
H 3.758 -1.138 -4.030 0.0 0.0 -0.1
H -4.257 -2.870 -3.080 -0.1 0.1 0.0
C 3.403 -0.972 4.967 0.0 0.1 -0.2
O 2.636 -0.820 0.217 -2.3 1.2 1.3
H 5.473 -1.270 2.950 0.1 0.1 0.1
H -1.570 4.737 2.848 0.0 0.0 0.1
H -2.109 -1.796 3.187 -0.1 -0.1 0.2
N -2.470 -2.718 -1.018 0.2 0.4 0.7
C -3.099 3.628 -0.039 0.1 0.1 0.0
C -0.507 4.159 -4.610 0.1 -0.3 0.3
H 2.048 0.255 -2.679 0.1 0.2 0.2
C 3.712 0.610 3.046 0.0 -0.1 0.0
H -4.142 -1.882 1.635 -0.2 0.1 0.2
Cl 0.756 2.982 -1.017 0.3 -0.2 0.7
C 5.085 -0.017 -1.897 -0.3 -0.1 -0.1
C -4.158 4.121 2.147 0.2 -0.1 -0.1
H 5.142 0.763 -1.141 0.0 0.1 0.1
H -2.649 2.926 4.075 -0.1 0.1 0.1
C -0.709 2.955 -5.271 0.0 0.1 0.2
H -1.965 5.615 1.369 0.0 0.1 0.0
S -1.973 0.862 -0.240 1.9 -0.5 -0.9
B -1.564 -1.238 2.283 0.4 0.2 -0.3
H -0.208 -3.556 2.743 -0.1 -0.2 0.0
C -1.526 -2.235 -0.172 -0.1 0.0 0.2
C -1.653 -2.141 -3.241 0.1 0.0 0.2
H 4.555 -2.704 3.360 0.0 -0.1 0.1
S 0.150 -2.183 -0.467 1.2 1.9 0.0
C -1.723 4.637 1.777 -0.1 -0.2 0.0
N -0.038 -1.452 2.458 0.4 0.0 0.4
H -4.016 4.329 3.203 0.0 0.0 0.1
H -1.186 -4.921 -3.241 0.0 0.0 -0.1
C -2.239 -3.251 -2.369 0.2 -0.3 -0.8
C -1.306 -4.462 -2.264 -0.1 0.1 0.1
H 4.317 -1.926 1.790 0.1 0.0 -0.1
H -2.176 3.444 -0.580 -0.1 0.0 -0.1
H 0.092 5.113 -2.781 0.0 0.1 0.0
C -3.678 -2.618 -0.385 -0.5 0.1 0.5
C 4.502 -1.746 2.847 -0.2 0.0 -0.1
H -4.024 -4.503 -2.408 -0.1 -0.1 0.1
Cl -0.714 0.276 -5.422 0.0 -0.2 -0.2
C 0.146 2.984 -2.641 -0.3 -0.6 -0.7
H 2.652 -0.321 5.406 -0.1 0.1 0.1
N 2.101 -1.278 2.963 -1.0 -0.1 -0.3
C -0.493 1.774 -4.598 0.1 0.1 0.4
C -2.144 1.179 1.420 -0.1 -0.2 0.2
H -2.007 0.318 4.509 0.0 -0.1 0.2
H -4.497 5.037 1.672 0.0 0.1 0.0
H -1.457 -2.516 -4.240 0.0 -0.1 -0.1
Ru 0.699 0.340 -0.356 -0.9 -0.4 -0.3
H -1.727 -5.199 -1.582 0.0 -0.1 0.0
H 4.708 0.878 3.389 0.2 -0.1 0.1
H -4.601 -2.920 -0.829 -0.1 -0.1 -0.1
H -1.032 2.942 -6.300 0.0 0.0 -0.1
C 3.420 -0.834 3.438 0.7 0.3 0.4
C 3.471 -1.335 -0.558 0.8 0.5 -2.5
C 0.432 -2.699 2.764 0.4 -0.2 0.2
H 3.673 0.717 1.964 0.0 0.1 0.0
C -2.861 3.661 1.466 -0.2 0.7 -0.4
C 1.745 -2.596 3.064 -0.4 -0.5 0.0
N -1.942 0.250 2.379 -0.6 0.5 -0.1
H -0.724 -1.753 -2.830 -0.1 0.0 -0.1
H 4.058 -2.467 -2.889 0.0 0.0 0.0
H 5.770 -0.817 -1.631 0.1 0.0 0.0
Cl -0.784 5.642 -5.445 -0.1 0.4 -0.2
C -3.564 -3.703 -2.985 0.2 0.1 0.2
H 2.412 -1.865 -3.133 -0.1 -0.1 0.0
H 4.376 -0.696 5.363 0.1 0.0 0.1
H 3.191 -1.997 5.264 0.0 -0.1 0.0
H 5.366 0.404 -2.861 0.0 0.1 -0.1
H 2.445 -3.357 3.335 0.1 -0.1 0.0
S 0.877 1.063 2.152 -0.1 -0.1 -2.1
C 3.463 -1.577 -3.077 0.1 0.2 0.1

=====

Repeat the first record exactly.
18
Properties=species:S:1:pos:R:3:forces:R:3 method="wB97M-V/def2-TZVPD" e_tot_ev=-9806.01536 charge=+1 e_homo_ev="-13.33 / -13.33" molar_mass_da=112.16 e_above_lowest_kcal_mol=132.2
H -0.915 0.260 1.521 -0.4 0.1 -0.1
C -1.715 1.355 -0.931 3.4 -2.6 -0.5
H -2.585 0.768 -1.050 -1.2 0.3 0.3
H 1.289 1.224 1.860 -0.6 0.4 -0.6
C -0.793 -0.154 0.528 -2.1 0.6 -2.5
H -1.139 1.504 -1.911 -0.6 -0.8 1.5
C -1.379 -1.560 0.279 3.1 1.1 5.2
N 0.598 -0.103 0.274 0.8 2.0 0.9
N 1.277 -0.685 -0.701 1.4 2.5 1.7
H -0.572 -2.231 0.727 -1.0 0.2 -1.0
C 2.638 0.631 0.244 2.4 1.6 -1.3
H 3.618 1.213 0.355 -1.7 -1.2 0.0
C 1.433 0.837 0.855 -0.4 -2.5 0.5
N 2.506 -0.257 -0.745 0.5 -0.2 0.0
H -1.592 -1.697 -0.673 -0.7 -1.0 -4.5
H -1.469 2.127 -0.275 -0.8 1.3 1.1
H 1.032 -1.454 -1.232 -1.3 -1.8 -1.2
H -2.233 -1.779 0.874 -0.8 0.2 0.4

=====

Please write out number 5 again, unchanged.
57
Properties=species:S:1:pos:R:3:forces:R:3 method="wB97M-V/def2-TZVPD" multiplicity=3 e_tot_ev=-123699.36395 charge=-1 e_homo_ev="-2.62 / -5.17" molar_mass_da=777.56 s_squared=2.040 e_above_lowest_kcal_mol=3.2
C -1.113 -0.755 -0.223 0.0 0.0 -0.1
H -0.344 -3.945 0.600 0.0 0.0 0.0
C 2.768 2.056 3.915 0.0 0.0 0.0
C -3.903 0.175 -2.876 0.0 0.0 0.1
C 1.723 2.206 4.817 0.0 0.0 0.0
C 3.736 -1.708 0.046 0.0 0.0 0.0
C 3.198 -2.524 -0.953 0.0 0.1 0.0
H 4.504 -4.068 -0.692 0.0 0.0 0.0
H -0.287 -3.661 -1.758 0.0 0.0 0.0
N 2.606 1.856 2.612 0.0 0.0 0.1
H 1.008 -0.307 -2.291 0.0 0.0 -0.1
H -0.882 -2.859 -3.832 0.0 0.0 0.0
C -4.024 3.533 1.008 0.0 -0.1 0.1
Se -3.552 1.744 1.031 -0.1 0.1 -0.1
C -0.605 -2.900 0.708 0.0 0.1 0.0
H -1.960 -1.603 -5.505 0.0 0.0 0.0
C 2.332 0.100 -0.659 0.0 0.0 -0.1
H 1.896 2.396 5.865 0.0 0.0 0.0
S 1.738 1.747 -0.465 0.0 -0.1 0.0
O 0.741 1.958 -1.475 0.0 0.1 0.0
N -4.403 4.621 0.998 0.0 0.0 0.0
C -1.329 4.459 2.310 0.2 0.0 0.0
C -0.981 -0.986 2.098 -0.1 0.1 -0.1
N -1.156 -0.224 0.986 0.0 0.1 0.1
O -1.067 3.816 1.212 -0.1 0.1 -0.1
H -1.220 5.546 2.155 -0.1 0.0 0.0
H 3.733 0.233 0.959 0.0 0.0 0.0
O 2.856 2.636 -0.344 0.0 0.0 0.0
N 3.590 -3.858 -1.059 0.0 -0.1 0.0
H 4.489 -2.109 0.715 0.0 0.0 0.0
C -2.520 -1.090 -4.734 0.0 0.0 0.0
N -4.247 0.445 -4.130 0.1 0.0 -0.1
H -1.073 -0.485 3.049 0.0 0.0 0.0
C 1.339 1.803 2.204 0.0 -0.1 -0.1
Pt -1.175 1.814 1.172 0.0 -0.4 0.2
C -0.675 -2.328 1.958 0.0 0.0 0.0
C -3.517 -0.215 -5.053 -0.1 0.0 0.0
H -0.490 -2.917 2.848 0.0 0.0 0.0
C 2.227 -2.004 -1.804 0.1 0.0 0.0
C 1.790 -0.699 -1.655 0.0 0.0 0.1
C 3.311 -0.402 0.190 0.1 0.0 0.0
H -1.221 -0.072 -1.049 0.0 0.0 0.0
H 1.783 -2.632 -2.566 0.0 0.0 0.0
H -3.764 -0.015 -6.092 0.0 0.0 0.0
H -0.449 2.176 4.911 0.0 0.0 0.0
H -4.464 0.700 -2.107 0.0 0.0 0.0
C -1.256 -2.280 -2.992 0.0 0.0 0.0
N 0.259 1.846 3.019 0.1 0.0 -0.1
C -2.234 -1.319 -3.363 0.0 0.0 0.1
H 3.435 -4.277 -1.962 0.0 0.0 0.0
C 0.442 2.084 4.302 -0.1 -0.1 0.1
C -0.818 -2.711 -1.746 -0.1 -0.1 0.1
N 0.899 1.693 0.934 0.0 0.2 -0.1
O -1.615 3.989 3.393 -0.1 0.1 0.0
H 3.797 2.106 4.258 0.0 0.0 0.0
N -2.964 -0.647 -2.432 0.0 0.0 -0.1
C -0.893 -2.138 -0.455 0.0 0.0 0.0